## w
This record from the OMol25 dataset describes a gas-phase ion, C4H10NOS (charge -1). The level of theory is ωB97M-V with the def2-TZVPD basis set.

Its net charge is -1. The calculation puts the orbital gap at 5.80 eV. The HOMO energy comes out at -2.7 eV. As for the SMILES: C[C@H](CS)NC[O-]. The lowest unoccupied orbital energy is 0.1147 Ha.

Element x y z (Å)
C -0.8884 -1.0256 0.9008
C 0.2424 -0.5575 -0.0453
C 1.2704 0.4051 0.5528
S 2.5580 -0.4027 1.5579
N -0.2800 0.0385 -1.2597
C -0.9513 1.4363 -1.2160
O -1.8952 1.6361 -0.3181
H -1.1381 -2.0682 0.6893
H -0.7991 -0.8673 1.9812
H -1.7432 -0.3973 0.6282
H 0.7543 -1.4291 -0.4616
H 1.7101 0.8312 -0.3433
H 0.8329 1.1760 1.1762
H 2.4276 -1.7089 1.2986
H -0.7450 -0.6071 -1.8859
H -0.0430 2.0405 -0.9864
H -1.3123 1.5000 -2.2688

## x
This record from the OMol25 dataset describes a gas-phase ion, C4H10NOS (charge -1). The level of theory is ωB97M-V with the def2-TZVPD basis set.

Its net charge is -1. The calculation puts the orbital gap at 6.38 eV. The HOMO energy comes out at -2.7 eV. As for the SMILES: CN[C@H](CO)C[S-]. The lowest unoccupied orbital energy is 0.1351 Ha.

Element x y z (Å)
C -2.6311 -1.2591 -0.4237
N -1.8817 -0.0171 -0.4978
C -0.4614 -0.1113 -0.1593
C 0.3510 1.0451 -0.7401
S 2.1293 0.6755 -0.7767
C -0.2514 -0.2643 1.3535
O 1.0586 -0.5466 1.7630
H -3.6602 -1.0929 -0.7251
H -2.2163 -1.9877 -1.1168
H -2.6250 -1.7361 0.5719
H -2.3545 0.7013 0.0457
H -0.0798 -1.0271 -0.6171
H 0.1692 1.9655 -0.1738
H -0.0687 1.2318 -1.7341
H 1.6284 -0.3123 0.9930
H -0.6439 0.6176 1.8753
H -0.9415 -1.0673 1.6546

On energetic grounds, x is preferred over the next structure by 33.4 kcal/mol.

## w
This record from the OMol25 dataset describes a single C2H3F2OP molecule. The level of theory is ωB97M-V with the def2-TZVPD basis set.

The calculation puts the orbital gap at 8.55 eV. The HOMO energy comes out at -9.0 eV. The lowest unoccupied orbital energy is -0.0147 Ha.

Element x y z (Å)
C -0.1119 0.0252 -0.0243
C -1.0858 -2.6794 0.3792
O -2.2707 -0.5300 1.7752
F -0.5301 -2.9976 -0.7754
F -1.9690 -3.5756 0.8051
P -1.4920 -1.0487 0.6482
H 0.7144 -0.6258 -0.5790
H 0.1814 0.8363 0.6422
H -0.6994 0.4898 -0.7819

## x
This record from the OMol25 dataset describes a single C2H3F2OP molecule. The level of theory is ωB97M-V with the def2-TZVPD basis set.

The calculation puts the orbital gap at 10.46 eV. The HOMO energy comes out at -10.4 eV. As for the SMILES: O=CC(F)(F)P. The lowest unoccupied orbital energy is 0.0026 Ha.

Element x y z (Å)
C 1.0945 0.4759 -0.4080
C 0.0369 -0.6280 -0.2012
O 0.6856 1.5698 -0.7756
F 0.7801 -1.7212 0.1472
F -0.4917 -0.9667 -1.3807
P -1.3841 -0.3580 1.0538
H 2.1833 0.1384 -0.3177
H -0.9702 0.9308 1.7339
H -1.9344 0.5590 0.1483

On energetic grounds, x is preferred over the next structure by 6.4 kcal/mol.

## w
This record from the OMol25 dataset describes a gas-phase ion, C5H8N5O (charge +1). The level of theory is ωB97M-V with the def2-TZVPD basis set.

Its net charge is +1. The calculation puts the orbital gap (alpha / beta) at 7.51 / 7.51 eV. The HOMO energy (alpha / beta) comes out at -12.8 / -12.8 eV. The lowest unoccupied orbital energy (alpha / beta) is -0.1943 / -0.1944 Ha.

Element x y z (Å)
C -1.5205 -0.0635 -1.3352
C -0.9020 -1.1709 -0.8754
C -1.2059 1.0331 0.7964
C -0.1377 -3.1581 -1.0230
C 2.1263 2.2481 0.8301
N -0.6346 -2.2217 -1.7745
N -0.4415 -1.4630 0.3439
N -1.5450 1.0525 -0.5231
N 0.0896 -2.7122 0.2278
N -0.1817 1.5486 1.2706
O 0.7613 2.3498 0.5016
H -1.8641 -0.0932 -2.3437
H 0.0679 -4.0777 -1.5983
H 2.7265 1.4848 0.3270
H 2.0990 2.0342 1.8918
H 2.5619 3.3060 0.6513
H -2.2351 1.7516 -0.7344
H 0.2302 -3.3468 1.0608
H 0.0054 1.4986 2.3063

## x
This record from the OMol25 dataset describes a gas-phase ion, C5H8N5O (charge +1). The level of theory is ωB97M-V with the def2-TZVPD basis set.

Its net charge is +1. The calculation puts the orbital gap (alpha / beta) at 8.09 / 8.08 eV. The HOMO energy (alpha / beta) comes out at -13.2 / -13.2 eV. The lowest unoccupied orbital energy (alpha / beta) is -0.1895 / -0.1895 Ha.

Element x y z (Å)
C -0.8168 1.7104 -0.3708
C -1.4562 0.5203 -0.0450
C 1.2013 1.7177 0.9204
C -2.9832 -0.9281 -0.2232
C 2.5344 -1.3402 -0.5212
N -2.6684 0.2187 -0.6436
N -1.1673 -0.4245 0.7889
N 0.3651 2.1898 -0.0589
N -2.0771 -1.3633 0.7143
N 1.6302 0.4957 0.8112
O 1.4644 -0.3944 -0.2598
H -1.3640 2.4025 -1.0004
H -4.0469 -1.3727 -0.4355
H 1.9884 -2.2981 -0.7450
H 3.2835 -1.4051 0.3644
H 3.0039 -0.9178 -1.4521
H 0.7269 3.0038 -0.4823
H -2.0588 -2.1301 1.2666
H 2.4407 0.3153 1.3723

On energetic grounds, x is preferred over the next structure by 4.3 kcal/mol.

## w
This record from the OMol25 dataset describes 3 unconnected molecules or ions with the total composition C8H10N2O2. The level of theory is ωB97M-V with the def2-TZVPD basis set.

The calculation puts the orbital gap (alpha / beta) at 8.17 / 8.01 eV. The HOMO energy (alpha / beta) comes out at -8.2 / -9.0 eV. The lowest unoccupied orbital energy (alpha / beta) is -0.0023 / -0.0362 Ha.

Element x y z (Å)
C 1.1081 -2.4644 -0.8571
C -0.1827 -2.2722 -1.1701
C 1.6983 -1.6702 0.0725
C -0.8008 -1.1822 -0.6066
C 1.1168 -0.6111 0.7031
C -0.2442 -0.3247 0.3512
C 1.3275 0.4157 -2.9259
C -0.6498 1.5102 1.9069
N -1.2523 2.0158 -0.9709
N -1.0782 0.6248 0.8666
O 0.5610 0.5425 -3.7378
O 2.2562 0.2477 -2.3104
H 1.6058 -3.2837 -1.4983
H -0.5336 -3.0217 -1.9163
H 2.7116 -1.9662 0.2188
H -1.8315 -1.0521 -0.8644
H 1.7914 -0.2172 1.4189
H 0.3289 1.9440 1.7363
H -1.2586 2.2916 1.8668
H -0.6331 0.9200 2.8979
H -2.0771 2.3845 -0.5900
H -0.4247 2.5523 -0.6667

## x
This record from the OMol25 dataset describes a molecular structure, C8H10N2O2. The level of theory is ωB97M-V with the def2-TZVPD basis set.

The calculation puts the orbital gap (alpha / beta) at 9.07 / 9.07 eV. The HOMO energy (alpha / beta) comes out at -9.0 / -9.0 eV. The lowest unoccupied orbital energy (alpha / beta) is 0.0019 / 0.0019 Ha.

Element x y z (Å)
C -1.5616 -0.3549 0.1403
C -2.9542 0.2046 0.4464
C 0.8387 0.2782 -0.0477
C 0.6694 -2.2857 0.1306
C -0.5752 0.8253 0.1528
C -0.3713 -1.6180 0.9492
C 0.9485 -0.9707 0.8057
C -0.9518 1.8930 -0.8828
N -1.4903 -1.1483 -1.0149
N -4.1154 0.1321 0.4836
O -5.2775 0.3247 0.5806
O -2.4846 -1.7313 -1.4221
H 0.9870 0.0255 -1.0971
H 1.5786 1.0258 0.2287
H 1.0846 -3.1854 0.5686
H 0.5937 -2.3082 -0.9449
H -0.6418 1.2619 1.1552
H -0.8464 -2.0356 1.8168
H 1.6149 -0.9335 1.6570
H -0.3915 1.7475 -1.8021
H -0.7428 2.8917 -0.5084
H -2.0118 1.8422 -1.1247

On energetic grounds, w is preferred over the next structure by 81.5 kcal/mol.

## w
This record from the OMol25 dataset describes a single C8H10N2O2 molecule. The level of theory is ωB97M-V with the def2-TZVPD basis set.

The calculation puts the orbital gap at 9.55 eV. The HOMO energy comes out at -9.2 eV. As for the SMILES: CC1=CC=C[C@@H](N)C([N+](=O)[O-])=C1. The lowest unoccupied orbital energy is 0.0115 Ha.

Element x y z (Å)
C 0.5531 -1.4118 0.0129
C 1.4912 -0.7553 -0.9572
C -1.2115 0.1670 -0.2841
C -0.6912 -1.0893 0.3279
C 1.6795 0.5437 -1.0973
C 0.7610 1.5242 -0.3296
C -0.5502 1.1510 -0.8199
C -1.6410 -1.7857 1.2486
N 0.9055 3.0129 -0.4649
N -1.1908 2.0374 -1.9374
O -2.3631 2.3195 -1.7817
O -0.4014 2.4035 -2.7404
H 1.0461 -2.3931 0.2540
H 2.2047 -1.4148 -1.4470
H -2.2517 0.0079 -0.6228
H 2.4946 0.9863 -1.7236
H 0.8155 1.2758 0.7765
H -2.5257 -1.1967 1.4914
H -1.2158 -1.9163 2.2467
H -2.1826 -2.6528 0.9016
H 1.2902 3.3813 0.3744
H 1.4080 3.2454 -1.3190

## x
This record from the OMol25 dataset describes 2 unconnected molecules or ions with the total composition C8H10N2O2. The level of theory is ωB97M-V with the def2-TZVPD basis set.

The calculation puts the orbital gap at 9.56 eV. The HOMO energy comes out at -9.0 eV. As for the SMILES: O=CC(=O)C1CC1.c1cn[nH]c1. The lowest unoccupied orbital energy is 0.0208 Ha.

Element x y z (Å)
C 0.2010 0.3918 -3.0594
C 1.1227 -0.2844 -2.3688
C -0.4364 1.2933 -2.1833
C -0.2389 1.9522 0.8490
C -0.0982 -1.9216 1.1373
C -0.8993 -1.5039 2.3491
C -0.6576 -0.5101 1.2021
C 0.2026 0.7112 1.5267
N 1.0967 0.2491 -1.0677
N 0.1698 1.1942 -1.0302
O -1.4475 2.2522 0.8090
O 1.1953 0.6542 2.1943
H 0.1490 0.2180 -4.0864
H 1.7765 -1.0900 -2.6072
H -1.2497 1.9802 -2.4027
H 0.6076 2.6102 0.8452
H 0.8887 -1.9046 1.6216
H -0.1974 -2.5804 0.3180
H -1.9196 -1.8836 2.3193
H -0.3707 -1.3528 3.2816
H -1.4772 -0.4587 0.5337
H 1.5825 -0.0165 -0.1812

On energetic grounds, x is preferred over the next structure by 40.5 kcal/mol.

## w
This record from the OMol25 dataset describes a molecular structure, C5H13N3. The level of theory is ωB97M-V with the def2-TZVPD basis set.

The calculation puts the orbital gap at 8.31 eV. The HOMO energy comes out at -8.6 eV. The lowest unoccupied orbital energy is -0.0115 Ha.

Element x y z (Å)
C 2.8623 -0.2712 -1.2879
C 1.5211 0.1620 -0.8142
C 0.6916 -1.0976 -0.4012
C 1.0623 -1.8097 0.9077
C -1.0337 0.3515 0.2775
H 3.6634 -0.5387 -0.5967
H 3.3787 0.5338 -1.8244
H 3.1267 -0.6875 -2.2703
H 1.7265 0.8302 0.1327
H 0.9071 1.1077 -1.3502
H 1.0145 -1.8866 -1.0467
H 2.4760 -1.6693 1.3341
H 0.6552 -3.1265 0.4486
H -0.0644 -1.1560 1.7829
H -0.3766 0.6320 1.1764
H -2.7553 1.1589 -0.8158
H -1.7707 2.7556 1.8837
H -3.2893 1.0284 2.2644
N -0.6910 -0.7578 -0.2981
N -2.1280 1.2047 -0.1149
N -2.7971 1.9829 1.3829

## x
This record from the OMol25 dataset describes a molecular structure, C5H13N3. The level of theory is ωB97M-V with the def2-TZVPD basis set.

The calculation puts the orbital gap at 7.61 eV. The HOMO energy comes out at -6.6 eV. The lowest unoccupied orbital energy is 0.0353 Ha.

Element x y z (Å)
C -0.0305 -1.2489 -1.6302
C 0.5037 1.4175 1.5623
C 0.1996 0.6537 -1.8323
N -0.8241 -1.4180 -0.4859
C -0.7033 -0.5405 0.5826
C 0.4753 0.1504 0.7480
N -1.9069 -0.0692 1.1534
N 1.7285 -0.5144 0.5385
H -1.7896 -1.6421 -0.6919
H -2.7599 -0.4393 0.7552
H -1.9183 -0.0841 2.1633
H 2.5268 0.0750 0.7427
H 1.7817 -1.3763 1.0703
H 1.0091 -1.4842 -1.4421
H -0.4704 -1.7295 -2.5014
H 0.4842 1.2021 2.6341
H 1.4219 1.9634 1.3563
H -0.3452 2.0586 1.3411
H -0.8155 1.0390 -1.9107
H 0.6124 0.6056 -2.8371
H 0.8204 1.3813 -1.3161

## y
This record from the OMol25 dataset describes 2 unconnected molecules or ions with the total composition C5H13N3. The level of theory is ωB97M-V with the def2-TZVPD basis set.

The calculation puts the orbital gap at 9.53 eV. The HOMO energy comes out at -8.7 eV. As for the SMILES: C/C=C/N.C/N=C\N. The lowest unoccupied orbital energy is 0.0316 Ha.

Element x y z (Å)
C -2.0809 -0.6303 -1.8146
N 0.6532 0.2652 -1.2720
C -0.0208 0.2979 -2.5092
N -1.2164 0.0068 -2.7836
H -2.6312 -1.4859 -2.2966
H -2.7799 0.0885 -1.4886
H -1.5644 -1.0364 -0.8973
H 0.1887 -0.2279 -0.4950
H 1.6371 -0.0081 -1.3841
H 0.6183 0.7229 -3.3207
C 0.8019 -1.6800 2.8536
C 1.1315 -0.4192 2.0819
C 0.1932 0.5519 1.7885
N 0.4619 1.8619 1.2721
H -0.2796 -1.6967 3.0673
H 1.0625 -2.5817 2.2798
H 1.3129 -1.7182 3.8264
H 2.1393 -0.0606 2.0831
H -0.8459 0.2984 1.9864
H 0.2805 1.9638 0.3015
H 1.4215 2.0825 1.4209

On energetic grounds, y is preferred over the next structure by 26.8 kcal/mol.